# 1
# C16H28BF12N3O5P2S

A 2-piece molecular cluster, C16H28BF12N3O5P2S overall at a distorted geometry (ωB97M-V/def2-TZVPD, the Open Molecules 2025 dataset).

ORCA input file:
```
! RIJCOSX wB97M-V def2-TZVPD def2/J DEFGRID3
* xyz 0 1
S -3.3635 2.7046 2.6286
P -3.5176 1.8129 0.9094
P 0.2723 0.5049 0.1807
F 5.5246 1.2799 0.8723
F 5.8577 2.1829 2.7755
F 3.3474 2.5511 1.7572
F 0.6775 -0.4908 2.6628
F 1.0733 1.5865 2.6445
F 3.5805 1.6532 3.7167
F 3.4297 -0.4612 1.0272
F -0.8792 2.1714 -3.7219
F 1.1727 2.7630 -4.3160
F 5.6324 0.0641 2.6685
F 2.9688 -0.6208 3.0954
F 1.5090 4.1325 -2.0870
O -0.8373 0.4496 -1.1969
O -1.1536 0.4544 1.2614
O -4.7853 -2.6549 1.2635
O 3.2513 1.7621 -2.3826
O -2.5549 -3.0152 0.4183
N -0.7224 -5.5155 -0.3544
N 1.4109 -3.0843 1.4379
N -2.6629 -0.6683 -3.1466
C -0.4261 3.2123 -0.9826
C 2.7877 1.6128 -1.0044
C 0.2499 2.7477 -3.3831
C -2.6627 -1.0250 -1.7054
C 1.7146 0.5436 -1.0396
C 1.2749 0.4643 1.8870
C -2.1570 0.1723 -0.8924
C 0.4352 3.3148 -2.1988
C 0.1798 -1.4756 0.0503
C 3.6797 1.4354 2.4080
C -3.0735 -0.7743 1.5889
C 5.2008 1.1936 2.1463
C 1.3606 -2.3187 0.4119
C -2.3907 0.2891 0.6681
C 2.7915 0.1970 2.0119
C 0.0946 2.4420 0.2438
B -3.5095 -2.1650 1.0548
H 3.5205 2.6762 -2.4795
H 2.2349 -0.4161 -1.1256
H 0.1992 -5.1063 -0.5343
H 2.4973 2.6089 -0.6755
H 2.2207 -2.3232 -0.2696
H -3.9305 -0.3335 2.1109
H -3.7147 -1.2347 -1.4150
H -0.6148 -6.3898 0.1609
H 1.0120 2.9473 0.5621
H -4.8113 1.2414 0.7910
H -3.0548 -1.4735 -3.6285
H -1.4329 2.9723 -1.3201
H -3.3908 0.0345 -3.2490
H 1.2269 0.6463 -2.0081
H -2.7878 0.9787 -1.3205
H -0.5150 4.2562 -0.6388
H 2.3266 -3.5329 1.4519
H -0.6104 2.6770 1.0398
H 3.6890 1.3437 -0.4500
H -2.9667 -3.2098 -0.4319
H -0.6618 -1.8880 0.5979
H -3.4102 2.6948 -0.1838
H -1.1980 -5.6944 -1.2385
H -2.1078 -1.9450 -1.5333
H 0.0568 -1.6231 -1.0228
H -4.9133 -3.5000 0.8259
H -1.2755 -4.8496 0.2051
H -2.3688 -0.9854 2.4005
*
```

## Properties
M: 675.22 g mol⁻¹
HOMO energy: -7.73 eV
LUMO level: -2.090 eV
frontier orbital gap: 5.6 eV
total energy: -94450.03861 eV

# 2
# C16H28BaClOY

C16H28BaClOY as an isolated structure at a distorted geometry (ωB97M-V/def2-TZVPD, the Open Molecules 2025 dataset).

ORCA input file:
```
! RIJCOSX wB97M-V def2-TZVPD def2/J DEFGRID3
* xyz -2 1
Ba -0.7222 -0.2571 1.1105
Y 2.7098 -0.6591 -1.4849
Cl 1.1514 0.0606 -3.4512
O -2.6053 -1.2966 2.0708
C -3.3453 2.5138 3.4051
C -6.2118 0.2523 1.0299
C -5.6997 -0.8245 0.3049
C -2.7025 -1.9340 -1.2072
C 2.8955 -3.0076 -1.7011
C -3.7517 -0.7808 1.6934
C -4.4494 -1.3435 0.5838
C 4.4805 0.8906 -1.7753
C -1.0468 2.4355 0.6172
C -3.3421 -3.6672 0.5383
C -4.2146 0.3687 2.3932
C -3.8184 -2.4447 -0.2774
C -3.3435 0.9894 3.4696
C 2.1491 -0.4682 1.0251
C -3.7628 0.4998 4.8606
C -5.4770 0.8322 2.0691
H 5.4950 0.4601 -1.7481
H -2.9842 -4.4525 -0.1435
H -4.6572 -2.7917 -0.9090
H -3.1066 0.9342 5.6257
H -4.1743 -4.0700 1.1358
H -2.6888 -0.8365 -1.3156
H -6.2759 -1.2734 -0.5125
H -0.6015 2.9517 1.4766
H -2.1092 2.6614 0.5347
H 3.9283 -3.3926 -1.7060
H 4.4234 1.6945 -1.0213
H -7.1952 0.6556 0.7817
H 2.3328 -3.5222 -0.8999
H -0.5043 2.6474 -0.3130
H -2.8835 2.8595 2.4710
H 1.7798 -0.9856 1.9718
H -2.7569 2.9170 4.2416
H -2.5340 -3.3658 1.2281
H -1.7071 -2.3182 -0.9258
H -5.8749 1.6666 2.6436
H 2.4082 -3.2549 -2.6614
H -3.6797 -0.5926 4.9135
H -4.8014 0.7790 5.0857
H -4.3654 2.9183 3.4693
H 3.0218 0.0939 1.5187
H -2.2989 0.6475 3.3228
H -2.8923 -2.3204 -2.2188
H 4.2978 1.3532 -2.7626
*
```

## Properties
M: 498.09 g mol⁻¹
HOMO energy: 0.69 eV
LUMO level: 4.283 eV
frontier orbital gap: 3.6 eV
total energy: -33351.30470 eV

# 3
# C16H28Cl14F6NO4S2Sn

C16H28Cl14F6NO4S2Sn as an isolated structure at a distorted geometry (ωB97M-V/def2-TZVPD, the Open Molecules 2025 dataset).

ORCA input file:
```
! RIJCOSX wB97M-V def2-TZVPD def2/J DEFGRID3
* xyz 1 1
Sn 3.5297 -1.2776 -2.6890
Cl -3.5396 -4.9550 -5.1092
Cl -2.1419 5.7345 0.1585
Cl -1.3456 -3.8655 2.4827
Cl 2.5641 -3.1604 0.2439
Cl 0.2587 -0.2568 4.6800
Cl 5.0807 -5.1016 1.3852
Cl 2.8912 5.3179 2.7923
Cl -1.0315 2.2529 2.5757
Cl -2.0880 5.0458 -3.2602
Cl -3.3833 -3.0367 -2.2162
Cl -0.6910 -6.1070 0.0606
Cl 2.9552 2.5240 4.6096
Cl 2.2108 1.3895 -4.6373
Cl 1.9620 4.1785 -6.3920
S 0.1345 0.4691 -1.0745
S 2.4492 1.2931 -0.2584
F -1.9634 -0.6457 -2.2154
F -0.5336 -2.0921 -1.4740
F -0.1256 -0.9774 -3.2847
F 3.9702 -0.6309 0.8028
F 2.0277 -0.3926 1.7369
F 3.5309 1.0854 2.0940
O -0.3403 0.3322 0.2703
O -0.2283 1.7233 -1.6779
O 1.6941 2.3933 0.2106
O 3.6411 1.5903 -1.0295
N 1.6747 0.1412 -1.2627
C 2.4179 4.1274 5.1768
C 3.2601 5.2255 4.5401
C 2.5100 -4.2492 1.7027
C -2.5387 3.9888 -1.8911
C -1.0680 -0.4093 3.4536
C -0.6859 -0.9174 -2.0602
C -2.3314 -4.1629 1.0332
C 1.0186 3.8327 -4.8999
C -4.8834 -4.3390 -4.0729
C -1.6949 4.2110 -0.6708
C 1.8276 3.0155 -3.9339
C -4.5607 -2.9442 -3.5803
C -1.8470 0.8872 3.3467
C 3.8496 -4.2702 2.3837
C -2.2968 -5.6065 0.6180
C 3.0560 0.2444 1.2012
H 0.6526 4.7358 -4.4146
H 1.7466 -3.7766 2.3179
H -2.4883 -6.2604 1.4649
H 4.2061 -3.2630 2.6035
H -0.6003 -0.7147 2.5228
H 3.0435 6.2205 4.9293
H 2.7662 3.5111 -3.6986
H 0.1219 3.3018 -5.2154
H -3.0357 -5.7489 -0.1683
H 3.8642 -4.6930 3.3881
H -2.1696 1.2474 4.3207
H -5.0337 -5.0457 -3.2628
H -1.7424 -1.1880 3.8010
H 1.2878 2.8141 -3.0102
H 2.4382 4.0448 6.2623
H -3.5980 4.1435 -1.6881
H -0.6313 4.2730 -0.8919
H -4.1978 -2.2313 -4.3143
H -3.3383 -3.8089 1.2631
H -5.7429 -4.3737 -4.7381
H -2.5295 2.9442 -2.2036
H -1.7694 3.3949 0.0468
H -5.4674 -2.4982 -3.1703
H 2.1518 -5.2067 1.3385
H 1.3599 4.2619 4.9591
H 4.3406 5.1618 4.6436
H -2.7529 0.6070 2.8050
H -2.0776 -3.4585 0.2410
*
```

## Properties
M: 1091.58 g mol⁻¹
energy relative to the best compared isomer or geometry (same formula, charge and spin): 0.0000 eV
HOMO energy: -12.01 eV
LUMO level: -7.531 eV
frontier orbital gap: 4.5 eV
total energy: -245837.30109 eV

# 4
# C16H28Cl2IrN2O3Si2

C16H28Cl2IrN2O3Si2 as an isolated structure (ωB97M-V/def2-TZVPD, the Open Molecules 2025 dataset).

ORCA input file:
```
! RIJCOSX wB97M-V def2-TZVPD def2/J DEFGRID3
* xyz 1 1
Ir 0.2074 0.0550 -0.7771
Cl -1.3761 -1.3008 -5.2332
Cl 0.4042 1.0243 -5.4100
Si -0.5383 -2.2980 1.5106
Si -2.7690 -1.5327 -0.7658
O 0.9971 -0.9730 -2.4702
O -0.7722 0.2689 -2.5996
O 1.6074 -0.1376 0.7180
N 3.2603 -1.0315 -0.5599
N -0.8024 1.2056 0.5278
C -1.7663 2.9008 1.8320
C -2.5831 0.6366 1.9881
C -2.1212 -2.7345 -2.0398
C 0.1421 -1.4872 3.0587
C 3.6493 -0.5969 1.7989
C -2.6369 1.9628 2.3828
C -3.6779 -0.0334 -1.4203
C 0.1041 -0.4150 -3.1892
C -1.8364 -3.4824 2.1546
C -1.6367 0.2862 1.0373
C 2.7769 -0.5783 0.5873
C 0.7131 -3.3129 0.5542
C -4.0825 -2.4272 0.2325
C -0.8458 2.4890 0.8921
C -1.2855 -0.9742 0.3343
C 0.1324 -0.5637 -4.6914
H -2.7115 -2.9795 2.5682
H 0.7775 -0.6206 2.8939
H -3.2526 -0.1063 2.3980
H -3.0680 0.7263 -1.8951
H -4.4154 -0.3724 -2.1532
H -1.2634 -2.3838 -2.6121
H 1.3607 -3.8679 1.2375
H -1.3719 -4.0422 2.9718
H 0.9531 -1.2132 -4.9744
H -0.6900 -1.1777 3.6966
H -4.2389 0.4286 -0.6030
H -0.1408 3.1630 0.4261
H 1.3412 -2.7317 -0.1193
H 0.1883 -4.0499 -0.0576
H -1.8020 3.9384 2.1289
H -2.1754 -4.2055 1.4130
H 4.1990 -1.3897 -0.6015
H -1.8241 -3.6607 -1.5404
H -4.3356 -1.9376 1.1743
H 3.2281 -1.3100 2.5088
H 0.7058 -2.2340 3.6253
H -3.3628 2.2754 3.1217
H -4.9880 -2.4142 -0.3809
H 3.6299 0.3855 2.2669
H -2.9134 -2.9885 -2.7475
H -3.8418 -3.4668 0.4434
H 2.6828 -1.0980 -1.3892
H 4.6744 -0.8769 1.5707
*
```

## Properties
M: 615.71 g mol⁻¹
energy relative to the best compared isomer or geometry (same formula, charge and spin): 0.1779 eV
HOMO energy: -11.76 eV
LUMO level: -3.540 eV
frontier orbital gap: 8.2 eV
total energy: -69805.74949 eV